A | ORCA calculation (wB97M-V/def2-TZVPD) on a cluster of 2 separate species, C5H15NS in total.

Values from the calculation:
Kohn-Sham gap ... 8.773 eV
Spin multiplicity ... 1
Total charge ... 0
SMILES ... CCNC.CCS
LUMO level ... 0.0315 Ha

```
22
Properties=species:S:1:pos:R:3:mulliken_charge:R:1
S -1.813 0.191 -0.161 -0.35
H -0.246 -1.565 -0.971 0.29
N 1.014 1.222 -0.315 -0.37
C 1.022 2.667 -0.514 -0.98
H 2.849 -1.163 1.250 0.40
H 3.067 0.997 0.064 0.35
H 1.073 0.783 -1.231 0.29
H -1.662 -3.614 0.374 0.28
C -1.249 -1.703 -0.591 -0.48
C 2.106 0.673 0.494 -0.44
H -0.443 0.738 -0.079 0.33
H 0.888 3.136 0.461 0.34
H -1.997 -1.742 -1.376 0.32
H -2.555 -2.329 1.003 0.29
H 1.111 -1.190 1.005 0.04
H 2.261 -1.369 -0.343 0.34
C 2.049 -0.834 0.587 -0.99
H 1.972 3.034 -0.918 0.33
H 0.205 2.964 -1.170 0.33
H 2.044 1.123 1.489 0.34
C -1.564 -2.540 0.609 -0.90
H -0.774 -2.437 1.351 0.25
```



B | ORCA calculation (wB97M-V/def2-TZVPD) on a cluster of 2 separate species, C5H15NS in total.

Values from the calculation:
Kohn-Sham gap ... 9.474 eV
Spin multiplicity ... 1
Total charge ... 0
SMILES ... CCCN.CSC
LUMO level ... 0.0333 Ha

```
22
Properties=species:S:1:pos:R:3:mulliken_charge:R:1
H 0.914 -0.574 1.040 0.21
H 0.853 -1.482 -0.364 0.25
H 1.784 0.827 -1.287 0.21
H -0.990 0.170 -0.272 0.09
H 3.213 1.472 2.243 0.31
H 2.075 2.604 -1.428 0.37
H -1.471 -2.228 -1.181 0.32
C 1.443 1.823 -1.008 -0.82
C 3.111 1.631 1.172 -0.86
H 0.445 1.970 -1.416 0.30
H -1.993 -2.612 0.492 0.24
C -1.894 -1.829 -0.259 -0.27
S 1.378 1.970 0.792 -0.10
C -3.283 -1.236 -0.507 -1.18
H 3.536 0.783 0.637 0.27
N 0.402 -1.276 0.514 -0.62
H 3.668 2.532 0.917 0.33
H -3.968 -2.014 -0.854 0.35
H -3.678 -0.856 0.436 0.31
C -0.956 -0.769 0.303 -0.28
H -1.308 -0.455 1.292 0.26
H -3.280 -0.452 -1.263 0.32
```



The winner here is B, beating the second structure by 0.0337 hartree.



A | ORCA calculation (wB97M-V/def2-TZVPD) on a cluster of 2 separate species, C5H13N3 in total.

Values from the calculation:
Kohn-Sham gap ... 8.872 eV
Spin multiplicity ... 1
Total charge ... +2
LUMO level ... -0.3071 Ha

```
21
Properties=species:S:1:pos:R:3:mulliken_charge:R:1
C 1.474 2.105 -0.913 -1.05
H 1.820 -0.477 -1.940 0.40
N 0.748 0.959 2.914 -0.39
C -2.745 -1.401 -0.473 -0.07
C -0.069 0.741 1.887 0.15
N 0.321 0.521 0.643 -0.25
H 2.000 2.012 -1.892 0.36
H -3.070 -2.940 -1.619 0.27
C 1.786 -0.433 -0.888 -1.13
C 1.285 0.754 -0.252 0.67
H 2.094 2.548 -0.118 0.30
N -3.435 -2.165 -1.148 -0.10
H 0.606 2.693 -1.035 0.38
H 1.430 -1.389 -0.338 0.31
H 0.502 1.242 3.967 0.31
H 2.882 -0.377 -0.577 0.33
H -4.434 -2.051 -1.345 0.29
H -1.079 0.740 2.247 0.35
H -3.236 -0.534 -0.234 0.32
H -1.764 -1.781 -0.386 0.29
H 1.792 0.876 2.688 0.26
```



B | ORCA calculation (wB97M-V/def2-TZVPD) on the ion C5H13N3 with charge +2.

Values from the calculation:
Kohn-Sham gap ... 11.055 eV
Spin multiplicity ... 1
Total charge ... +2
SMILES ... C#[N+]CCN([NH3+])CC
LUMO level ... -0.3088 Ha

```
21
Properties=species:S:1:pos:R:3:mulliken_charge:R:1
H -0.122 -3.213 0.506 0.34
H -2.439 0.294 -1.282 0.42
H 1.337 1.252 1.208 0.54
H 0.994 -1.506 1.410 0.39
H -0.333 -2.107 -0.840 0.28
C 0.383 1.194 0.754 -0.55
H 0.877 2.818 -0.636 0.34
C 0.047 -1.203 0.939 -0.56
H -0.511 3.250 0.309 0.38
C 0.007 2.369 -0.089 -0.65
N 1.243 -0.377 -0.855 -0.35
N 0.122 -0.059 0.097 -0.14
N -1.064 1.957 -0.793 0.07
C -0.581 -2.353 0.150 -0.89
C -1.724 1.062 -1.036 0.19
H 1.386 0.227 -1.822 0.42
H -0.370 1.229 1.552 0.37
H 2.219 -0.383 -0.423 0.41
H -0.635 -0.949 1.817 0.36
H 0.823 -1.290 -1.205 0.26
H -1.660 -2.213 0.238 0.36
```



The winner here is A, beating the second structure by 0.1250 hartree.



A | ORCA calculation (wB97M-V/def2-TZVPD) on a structure of composition C41H51CsN8O6S4.

Values from the calculation:
Kohn-Sham gap ... 5.343 eV
Spin multiplicity ... 1
Total charge ... -2
LUMO level ... 0.1310 Ha

```
111
Properties=species:S:1:pos:R:3:mulliken_charge:R:1
Cs 0.382 0.053 -1.417 1.26
H -3.709 -1.126 0.637 0.61
C 1.914 -1.196 3.919 -0.42
C -6.066 1.669 -2.247 -1.52
C 1.893 0.199 5.896 1.17
N -2.006 1.337 3.011 0.47
H 5.798 -3.708 2.459 0.40
H -4.050 0.250 -6.214 0.54
H -4.204 -1.772 2.914 0.38
H 6.098 -5.946 0.365 0.35
H -0.264 0.758 2.002 0.01
H 2.287 2.279 5.548 0.30
C 3.490 -2.639 -2.540 -2.13
H 1.781 -2.160 3.446 0.26
N -2.598 1.638 -1.808 0.57
N -1.863 -0.370 1.283 0.59
H 1.855 0.348 -8.447 0.34
C -0.607 4.317 1.492 -0.40
H -0.218 1.439 -7.582 0.36
H 2.552 -4.756 0.926 0.41
H 3.185 -1.063 -6.938 0.24
H -3.444 1.775 -5.575 0.28
H 1.574 1.389 7.666 0.36
H -5.646 3.418 -1.022 0.28
C 5.700 -3.412 1.410 -1.66
H -6.331 0.622 -2.091 0.49
H 2.599 -0.026 7.917 0.33
O 3.664 -0.495 0.981 -0.82
O -3.839 -0.230 -2.079 -0.79
C 2.712 -1.597 -4.345 0.24
C 4.672 -4.305 0.696 2.54
H 2.708 -2.794 -0.570 0.40
H 6.426 -3.991 -3.636 0.36
C -1.322 0.888 1.785 -0.64
C 0.174 3.985 2.754 0.43
S 2.287 -0.240 1.342 1.27
N -2.369 -1.018 3.571 0.07
C -2.429 2.937 -2.055 -0.15
S 4.236 -2.304 -4.963 -0.50
C -0.011 0.579 -5.615 -0.25
H 2.560 2.021 3.100 0.77
H -3.579 2.214 1.950 0.15
O 1.778 1.051 0.898 -0.44
H -0.265 4.428 3.646 0.55
C 1.763 -1.048 5.290 -0.63
C -3.290 -0.198 1.026 0.53
C 5.611 -3.742 -2.968 -1.20
C 0.376 0.801 -6.933 -0.62
C 5.109 -5.771 0.792 -1.85
N -4.025 0.197 2.247 0.11
C -1.826 0.276 4.011 -0.12
H -3.012 0.249 -4.791 0.28
C 4.534 -2.982 -3.405 1.11
H -5.199 1.882 -0.267 -0.08
C 3.329 -4.166 1.418 -1.91
C 2.275 -0.596 -6.565 -0.66
C -3.790 -0.824 3.268 -0.75
S 2.859 4.714 -0.384 -0.38
H -0.921 1.082 -5.285 0.26
C 0.696 -0.211 -4.687 -0.21
H -4.310 -0.534 4.186 0.34
O -1.529 3.640 -1.596 -1.02
C 1.719 0.345 7.387 -1.64
H -3.959 1.766 3.630 0.46
H 0.857 -0.224 7.740 0.35
C -4.473 3.117 -3.443 -0.08
C -4.781 1.675 -3.096 2.66
H -3.410 0.571 0.267 -1.34
O 1.397 -1.375 1.077 -0.83
C -5.941 2.374 -0.898 -0.89
C -3.673 0.966 -2.285 -0.33
H -2.100 -2.335 1.958 0.35
H 0.266 2.910 2.886 -0.55
H -0.003 4.066 -0.536 0.22
C -3.817 0.787 -5.293 -1.29
H 2.995 -3.130 1.449 0.08
N 0.351 4.196 0.411 0.25
C 2.200 -0.086 3.131 -0.24
H -6.852 2.139 -2.843 0.43
O -5.206 3.791 -4.151 -0.74
N 2.490 -1.861 -3.101 -0.25
H -1.006 5.337 1.532 0.34
H 6.681 -3.491 0.936 0.37
H 4.397 -6.419 0.275 0.41
C 5.624 -4.165 -1.649 -0.53
S 1.814 4.695 2.433 -0.30
H 5.146 -6.070 1.843 0.43
N -3.341 3.625 -2.897 0.17
H -5.377 -0.099 -4.103 0.44
H -3.112 4.588 -3.089 0.26
C 1.619 4.504 0.674 0.24
H 5.370 -2.373 1.366 0.31
C -3.438 1.451 2.720 -0.77
C -5.042 0.898 -4.391 -1.65
H 6.474 -4.740 -1.304 0.28
C 4.578 -3.857 -0.765 0.27
H -0.759 0.163 4.215 -0.34
H -6.894 2.354 -0.367 0.51
H -5.857 1.400 -4.919 0.45
H -2.335 0.571 4.934 0.43
H 3.434 -4.524 2.446 0.53
C 2.349 1.160 3.723 -0.78
H -0.622 -1.512 2.503 0.00
H -1.420 1.645 1.004 0.30
C -1.687 -1.387 2.313 -0.75
H -1.435 3.630 1.337 -0.15
C 1.534 0.195 -7.423 -0.70
C 2.191 1.297 5.097 -0.73
H 1.517 -1.911 5.900 0.30
C 3.518 -3.090 -1.223 1.08
C 1.865 -0.782 -5.236 0.71
```



B | ORCA calculation (wB97M-V/def2-TZVPD) on a structure of composition C41H51CsN8O6S4.

Values from the calculation:
Kohn-Sham gap ... 5.431 eV
Spin multiplicity ... 1
Total charge ... -2
LUMO level ... 0.1364 Ha

```
111
Properties=species:S:1:pos:R:3:mulliken_charge:R:1
H 6.167 -3.561 5.396 0.32
H -3.675 0.772 5.913 0.37
H -3.113 -5.393 2.349 0.34
C -3.191 3.989 2.214 0.99
C -2.237 2.532 4.394 0.35
O 1.970 -2.042 -3.654 -0.72
S -3.639 4.650 0.686 -0.53
C -2.810 -1.351 1.718 0.21
Cs 0.428 0.390 -1.134 0.95
H -3.272 4.017 5.577 0.34
H -0.070 -0.266 -4.762 -0.44
C -2.409 2.854 2.010 -2.16
H -2.500 -0.529 -4.206 0.21
C -2.725 3.300 -1.627 0.69
C -3.499 4.420 3.503 -1.32
C -1.922 2.135 3.106 0.57
H -2.639 0.785 7.351 0.44
H 2.131 2.613 -7.733 0.49
H 1.814 -3.287 2.265 0.47
N 1.743 0.227 -3.646 0.33
C -0.764 -0.710 -5.474 0.32
H 5.553 2.375 -4.403 0.39
C -3.259 4.430 -3.696 -0.86
H -1.020 0.060 -6.202 0.24
H 0.912 -1.947 -6.103 0.23
C -2.648 -4.710 1.632 -0.74
C -2.177 2.166 -2.251 0.13
S 1.746 -0.471 1.670 1.22
H -1.733 1.479 -4.257 0.18
C 2.395 -0.921 -3.914 -0.26
C 2.981 -1.494 2.435 -0.64
H 4.303 2.483 -6.525 0.45
H 6.045 -1.291 3.857 0.35
N 3.660 -0.869 -4.570 0.16
O 0.681 -0.378 2.664 -0.20
H -0.528 -3.497 0.613 0.43
H 5.408 0.465 -2.753 0.27
H -4.103 5.306 3.666 0.36
N -3.457 -2.232 2.713 0.17
H -3.661 5.283 -4.232 0.35
H -3.567 -0.729 1.238 0.48
S -3.300 -3.195 -3.630 -0.36
H -1.284 1.280 2.912 0.81
O 1.327 -1.206 0.477 -0.67
C -3.039 -3.006 0.023 -0.73
H -0.159 0.641 4.612 0.35
H -2.120 -5.298 0.879 0.36
H 4.076 1.280 -1.931 0.22
S -0.859 -3.385 -5.335 -0.19
H 5.567 -4.973 4.525 0.33
H 6.852 -3.984 3.831 0.31
N -2.098 -2.116 0.698 0.25
H -0.466 -1.970 -7.228 0.51
H -2.098 -0.703 2.231 -0.63
C 4.645 2.216 -3.813 -1.43
N -2.173 2.517 0.681 0.03
H -0.398 -2.276 1.891 -0.30
C -2.122 -2.473 -4.552 0.15
H -1.693 -0.217 4.708 0.12
C 2.284 1.437 -3.942 -0.35
N -3.699 -3.933 0.967 0.09
H 2.397 0.957 -7.191 0.24
H -5.140 -2.517 1.508 0.35
H 4.038 -1.769 -4.830 0.29
C 2.739 -2.850 2.623 -0.20
C -3.252 4.406 -2.313 -0.56
C -2.740 3.345 -0.131 0.24
C 3.600 1.557 -4.738 2.67
C -3.025 3.687 4.574 -0.34
N -1.679 -3.871 2.339 0.13
C 3.372 2.458 -5.955 -1.52
H -2.514 -3.583 -0.738 0.25
C -1.029 0.468 5.245 -2.03
C -1.082 -2.933 1.366 -0.40
C -2.193 2.272 -3.661 -0.20
C -0.173 -1.934 -6.180 -0.51
H 1.276 2.014 -6.309 0.19
H 0.082 2.882 5.856 0.38
O 1.755 2.486 -3.588 -0.73
H -3.500 2.252 6.866 0.36
C -0.806 2.634 6.443 -1.81
C 5.113 -1.733 3.515 -0.62
H -3.649 5.265 -1.777 0.22
H -1.699 -2.415 3.837 0.12
H 3.499 -4.695 3.403 0.27
C -2.714 3.342 -4.378 -0.91
O 5.074 0.144 -6.010 -0.72
C 4.967 1.442 -2.541 -1.14
C 2.227 1.983 -6.846 -1.11
H -1.282 3.570 6.746 0.37
H -4.851 -3.793 2.709 0.33
N -1.987 -1.168 -4.802 -0.09
C 5.922 -3.949 4.404 -1.43
O 2.399 0.789 1.369 -0.73
C -2.969 1.375 6.490 -1.83
C 4.171 -0.935 2.880 -0.56
C 4.889 -3.092 3.715 1.15
C -1.760 1.755 5.625 2.48
C -2.410 -3.064 3.323 -0.49
H -3.801 -2.404 -0.474 0.30
H 3.165 3.462 -5.584 0.44
H -0.692 -0.037 6.156 0.50
H 5.679 2.002 -1.932 0.46
C -4.371 -3.123 1.991 -0.73
C 4.172 0.228 -5.192 -0.05
H -0.484 2.105 7.346 0.42
H -2.874 -3.733 4.054 0.37
H 4.345 0.120 2.714 0.48
H -2.685 3.347 -5.466 0.36
H 4.231 3.192 -3.555 0.45
C 3.690 -3.637 3.260 -0.93
```



The winner here is A, beating the second structure by 0.0483 hartree.